Formula: C24H60BO28
Source: the OMol25 dataset
Level of theory: ωB97M-V with the def2-TZVPD basis set

ORCA input file:
```
! wB97M-V def2-TZVPD RIJCOSX def2/J DEFGRID3
* xyz -1 1
O -1.21 2.85 1.89
C -0.91 2.12 0.93
O -1.27 0.87 0.63
B -0.85 0.47 -0.68
O -0.08 1.67 -1.17
C -0.18 2.71 -0.28
O 0.18 3.88 -0.48
O -1.78 0.01 -1.73
C -1.26 -1.05 -2.28
O -1.78 -1.78 -3.13
C -0.06 -1.47 -1.46
O 0.13 -0.64 -0.52
O 0.67 -2.43 -1.68
C -1.05 3.47 5.16
C -2.56 3.25 4.79
O -3.23 2.41 5.71
O -0.60 3.98 6.46
H -0.82 4.28 4.47
H -0.59 2.53 4.85
H -2.69 3.05 3.72
H -3.06 4.21 4.87
H -2.87 2.70 6.55
H 0.08 3.40 6.81
C 4.84 4.20 1.40
C 3.59 3.35 1.48
O 3.00 3.28 0.24
O 5.40 4.29 2.69
H 4.57 5.22 1.15
H 5.71 3.77 0.90
H 2.84 3.77 2.15
H 3.84 2.34 1.81
H 2.49 4.07 0.02
H 6.15 4.89 2.68
C 2.69 -6.20 0.45
C 1.39 -5.89 -0.36
O 0.30 -5.68 0.54
O 2.64 -7.58 0.86
H 2.89 -5.43 1.20
H 3.44 -6.08 -0.32
H 1.03 -6.50 -1.19
H 1.69 -4.94 -0.80
H -0.52 -5.78 0.05
H 2.43 -7.71 1.79
C 2.24 -2.00 -4.96
C 3.22 -2.54 -3.78
O 3.15 -3.99 -3.80
O 2.60 -2.43 -6.26
H 2.03 -0.93 -4.87
H 1.31 -2.47 -4.63
H 2.90 -2.16 -2.81
H 4.26 -2.21 -3.84
H 3.95 -4.27 -3.34
H 3.49 -2.79 -6.22
C -6.44 -2.50 -5.46
C -4.99 -2.10 -5.15
O -4.46 -2.73 -3.97
O -6.43 -3.54 -6.39
H -6.88 -1.62 -5.92
H -6.79 -2.87 -4.49
H -4.91 -1.07 -4.82
H -4.23 -2.25 -5.92
H -3.53 -2.51 -3.93
H -5.91 -4.32 -6.17
C -2.01 6.66 0.16
C -1.79 6.18 1.59
O -2.70 5.07 2.00
O -3.41 6.74 -0.25
H -1.53 5.87 -0.43
H -1.44 7.56 -0.07
H -1.74 7.06 2.22
H -0.77 5.81 1.52
H -2.18 4.27 1.90
H -3.45 7.20 -1.09
C 3.41 -1.68 1.15
C 4.68 -1.51 0.28
O 4.77 -0.54 -0.73
O 3.50 -0.69 2.13
H 3.39 -2.59 1.74
H 2.53 -1.57 0.52
H 4.59 -2.49 -0.20
H 5.58 -1.80 0.82
H 5.55 -0.01 -0.53
H 3.62 0.15 1.67
C -0.22 -2.64 2.17
C -0.53 -3.76 3.13
O -0.97 -3.33 4.45
O -1.45 -1.93 1.76
H 0.54 -3.01 1.47
H 0.25 -1.85 2.74
H 0.50 -4.10 3.22
H -1.25 -4.52 2.83
H -1.86 -3.03 4.27
H -1.16 -1.26 1.14
C 2.03 2.33 -3.88
C 3.05 2.04 -2.76
O 3.82 0.92 -3.05
O 2.67 2.62 -5.13
H 1.35 3.16 -3.70
H 1.42 1.46 -4.12
H 2.48 1.93 -1.83
H 3.77 2.84 -2.60
H 3.50 0.13 -2.60
H 3.41 2.02 -5.05
C -4.51 -1.05 2.57
C -5.59 -0.58 3.54
O -6.69 -0.07 2.88
O -4.15 0.06 1.66
H -4.81 -1.90 1.97
H -3.65 -1.25 3.21
H -5.26 -0.02 4.41
H -5.88 -1.49 4.07
H -7.39 -0.22 3.52
H -3.24 0.24 1.90
*
```

## Properties
- orbital gap (eV) = 9.181
- E (eV) = -83865.8603
- HOMO (eV) = -7.56
- E_LUMO (eV) = 1.6

Löwdin population analysis, charges in e, atoms 1 to 6:
1. O 0.0990
2. C -0.2447
3. O 0.2381
4. B -0.8564
5. O 0.1890
6. C -0.2833

=====

Formula: C4H4O2
Source: the OMol25 dataset
Level of theory: ωB97M-V with the def2-TZVPD basis set

ORCA input file:
```
! wB97M-V def2-TZVPD RIJCOSX def2/J DEFGRID3
* xyz 0 1
O -0.20 2.10 0.58
C -0.12 0.98 0.11
C -1.12 -0.11 0.17
C 0.79 -1.10 0.09
O 0.86 -0.79 -1.21
C 1.14 0.28 -0.26
H -1.44 -0.58 -0.75
H -1.91 0.04 0.91
H -0.15 -1.49 0.60
H 2.14 0.69 -0.25
*
```

## Properties
- orbital gap (eV) = 8.944
- E (eV) = -8302.3831
- HOMO (eV) = -9.13
- E_LUMO (eV) = -0.2

Löwdin population analysis, charges in e, atoms 1 to 6:
1. O 0.0776
2. C -0.4481
3. C 0.0651
4. C -0.0442
5. O 0.0222
6. C -0.1394

=====

Formula: H22O11
Source: the OMol25 dataset
Level of theory: ωB97M-V with the def2-TZVPD basis set

ORCA input file:
```
! wB97M-V def2-TZVPD RIJCOSX def2/J DEFGRID3
* xyz 0 1
O 0.35 -0.60 0.11
H 0.78 0.04 -0.46
H -0.58 -0.43 0.01
O 1.52 -5.19 -0.45
H 1.55 -4.38 0.06
H 2.32 -5.65 -0.20
O -4.93 2.93 -0.49
H -4.63 2.03 -0.32
H -5.22 2.91 -1.40
O 3.39 1.75 -3.49
H 3.56 2.16 -4.33
H 3.29 0.82 -3.69
O -0.23 6.05 0.14
H -0.23 5.30 -0.45
H 0.68 6.10 0.45
O -4.16 -1.59 0.00
H -4.44 -2.30 0.57
H -4.36 -1.90 -0.89
O 2.85 -2.82 -4.64
H 2.22 -3.12 -5.29
H 2.57 -3.23 -3.82
O -0.43 -1.54 4.59
H 0.00 -1.27 3.79
H 0.08 -1.14 5.29
O 5.71 3.80 0.04
H 5.78 4.75 -0.11
H 5.19 3.48 -0.70
O -1.81 3.59 3.89
H -0.87 3.75 3.89
H -2.05 3.54 2.97
O -3.02 -5.90 1.71
H -2.40 -5.28 1.33
H -2.50 -6.68 1.89
*
```

## Properties
- orbital gap (eV) = 11.228
- E (eV) = -22878.8587
- HOMO (eV) = -11.32
- E_LUMO (eV) = -0.1
- SMILES = O.O.O.O.O.O.O.O.O.O.O

Löwdin population analysis, charges in e, atoms 1 to 6:
1. O -0.0539
2. H 0.0273
3. H 0.0271
4. O -0.0562
5. H 0.0271
6. H 0.0292

=====

Formula: C24H29AsCl2N4S4SeY
Source: the OMol25 dataset
Level of theory: ωB97M-V with the def2-TZVPD basis set

ORCA input file:
```
! wB97M-V def2-TZVPD RIJCOSX def2/J DEFGRID3
* xyz -1 1
Y 0.77 -1.97 0.67
S 4.78 -4.15 2.94
As 3.25 -2.96 2.19
S 3.09 -3.00 -0.04
S 1.16 -3.66 2.73
S 2.92 -0.86 2.50
Se -2.52 -3.81 2.39
N -4.04 -3.34 1.57
C -3.72 -2.56 0.56
C -4.58 -1.87 -0.35
C -4.00 -1.12 -1.32
C -2.56 -1.04 -1.44
N -1.74 -1.66 -0.65
C -2.32 -2.39 0.35
N -1.52 -2.96 1.21
H -5.66 -1.97 -0.26
H -4.59 -0.57 -2.04
H -2.13 -0.43 -2.23
C 1.62 -1.91 -4.32
C 1.44 -0.65 -3.52
C 1.68 0.60 -4.09
C 1.54 1.75 -3.32
C 1.81 3.10 -3.91
C 1.17 1.65 -1.98
C 0.93 0.41 -1.35
C 1.06 -0.72 -2.20
N 0.59 0.19 -0.05
C 0.23 1.26 0.87
C -0.97 2.10 0.39
C -1.40 3.12 1.46
C -0.21 4.03 1.80
C 0.95 3.19 2.34
C 0.50 2.44 3.59
C -0.68 1.53 3.24
C -1.84 2.38 2.72
C -0.24 0.55 2.15
C 1.40 2.19 1.27
H 1.90 -1.69 -5.35
H 0.70 -2.50 -4.34
H 2.39 -2.54 -3.87
H 1.99 0.68 -5.13
H 2.09 3.03 -4.96
H 2.62 3.61 -3.38
H 0.93 3.75 -3.85
H 1.10 2.57 -1.42
H 0.87 -1.73 -1.83
H -1.80 1.42 0.17
H -0.74 2.62 -0.54
H -2.23 3.72 1.07
H -0.52 4.77 2.54
H 0.11 4.58 0.90
H 1.79 3.85 2.59
H 0.20 3.15 4.37
H 1.32 1.84 3.99
H -0.99 0.97 4.13
H -2.16 3.09 3.48
H -2.70 1.74 2.49
H -1.09 -0.10 1.90
H 0.58 -0.06 2.56
H 2.22 1.57 1.64
H 1.78 2.73 0.40
Cl 0.12 -4.33 -1.26
C 0.87 -5.61 -0.24
Cl -0.37 -6.74 0.31
H 1.31 -5.12 0.62
H 1.58 -6.14 -0.86
*
```

## Properties
- orbital gap (eV) = 4.324
- E (eV) = -226940.6239
- HOMO (eV) = -4.30
- E_LUMO (eV) = 0.0

Löwdin population analysis, charges in e, atoms 1 to 6:
1. Y 0.7905
2. S -0.1450
3. As -0.4643
4. S -0.0697
5. S -0.1137
6. S -0.0384